Record 1
Entry from the Open Molecules 2025 dataset: 6 unconnected molecules or ions with the total composition C18H42N6O6 (ωB97M-V/def2-TZVPD).

* energy relative to the best compared isomer or geometry (same formula, charge and spin): 5.347 eV
* SMILES: CN(C)C=O.CN(C)C=O.CN(C)C=O.CN(C)C=O.CN(C)C=O.CN(C)C=O
* HOMO: -9.112 eV
* total charge: 0
* E: -1490.93204 Ha

Geometry (Å):
C1 -2.29987 -6.32002 -3.25377
N1 -2.36633 -7.72990 -3.61536
C2 -2.42946 -8.07894 -4.99190
C3 -2.43465 -8.63620 -2.59646
O1 -2.66130 -8.40581 -1.41742
H1 -1.51033 -5.84272 -3.83420
H2 -2.18731 -6.15995 -2.18148
H3 -3.27869 -5.95236 -3.56179
H4 -2.68650 -9.12965 -5.12621
H5 -3.12636 -7.50465 -5.60234
H6 -1.45568 -7.91754 -5.45430
H7 -2.20194 -9.64651 -2.96700
C4 1.26718 0.70444 0.52952
N2 -0.04406 0.02370 0.39660
C5 -1.00702 0.33847 1.44887
C6 -0.35989 -0.80745 -0.61913
O2 -1.49034 -1.23526 -0.73390
H8 1.08068 1.72672 0.20048
H9 2.04425 0.28249 -0.10781
H10 1.62647 0.72530 1.55840
H11 -0.80506 1.35453 1.78786
H12 -2.05128 0.24944 1.14943
H13 -0.85259 -0.27024 2.33979
H14 0.45017 -0.87194 -1.36200
C7 -3.25544 5.85830 3.45145
N3 -3.86754 6.16596 4.76052
C8 -3.83694 5.03622 5.73187
C9 -4.22942 7.38246 5.13494
O3 -4.19420 8.38481 4.33554
H15 -3.85146 5.20371 2.81556
H16 -2.29174 5.35719 3.54242
H17 -3.04631 6.72477 2.82409
H18 -2.89385 4.52300 5.91976
H19 -4.05351 5.46038 6.71232
H20 -4.64118 4.38959 5.38092
H21 -4.71323 7.42115 6.12318
C10 9.49780 0.38538 -3.52071
N4 8.19386 0.84950 -3.20932
C11 7.03066 -0.09403 -3.26011
C12 7.98547 2.18859 -3.02102
O4 6.84651 2.69082 -3.06031
H22 10.20843 1.19672 -3.36310
H23 9.52290 0.06443 -4.56209
H24 9.72609 -0.49893 -2.92577
H25 7.26400 -1.02971 -2.75203
H26 6.11965 0.34194 -2.85014
H27 6.90140 -0.21994 -4.33507
H28 8.93516 2.68546 -2.76924
C13 -6.72875 -2.65814 -2.95703
N5 -7.62438 -2.46791 -1.79627
C14 -9.06551 -2.78829 -1.95075
C15 -7.18142 -2.01138 -0.58301
O5 -7.86634 -1.78687 0.44031
H29 -7.02670 -2.13492 -3.86563
H30 -6.60257 -3.73204 -3.09458
H31 -5.72095 -2.26806 -2.81457
H32 -9.24359 -2.09810 -2.77539
H33 -9.21654 -3.78737 -2.35958
H34 -9.72303 -2.54930 -1.11489
H35 -6.09151 -1.86047 -0.54406
C16 5.35346 2.87587 2.36380
N6 5.45900 3.42013 3.72453
C17 6.75350 3.12340 4.39115
C18 4.48729 3.99415 4.47245
O6 3.34250 3.92475 4.13948
H36 6.18924 3.17377 1.73068
H37 4.51668 3.28505 1.79772
H38 5.21309 1.79558 2.40087
H39 6.82383 2.07464 4.67966
H40 7.63228 3.28253 3.76623
H41 6.91715 3.56190 5.37554
H42 4.82602 4.26739 5.48379

Atomic partial charges in e from the Mulliken method, atoms 1 to 2: atom 1 (C): -0.93, atom 2 (N): 0.14



Record 2
Entry from the Open Molecules 2025 dataset: a molecular structure, C18H42O16Tl (ωB97M-V/def2-TZVPD).

* HOMO: -11.146 eV
* total charge: +1
* E: -2086.65146 Ha

Geometry (Å):
Tl1 0.81635 6.75763 4.54821
C1 -2.39023 0.46835 1.09136
C2 -1.40583 1.56811 1.39201
C3 0.10142 1.15722 1.30594
O1 0.90897 1.88742 1.89169
C4 0.55220 -0.20478 0.83701
C5 -0.40946 -1.11469 0.56048
C6 -1.89115 -0.79955 0.76622
O2 -2.80780 -1.73377 0.76310
O3 0.11735 -2.21444 0.07640
O4 -1.69507 2.63725 1.87417
H1 -3.44784 0.67710 1.15682
H2 1.59890 -0.31482 0.59470
C7 5.67632 6.85303 0.95269
O5 5.54581 6.97798 2.38435
H3 5.10146 6.03487 0.51880
H4 5.37016 7.75703 0.42624
H5 6.73349 6.77447 0.69906
H6 6.35002 7.31474 2.78614
C8 6.40211 -2.07307 -1.96811
O6 5.81092 -3.05016 -1.16706
H7 6.00914 -1.11311 -1.63325
H8 7.48344 -2.11464 -1.83732
H9 6.13395 -2.16024 -3.02101
H10 4.86432 -2.91258 -1.08568
C9 5.08235 3.64281 -3.88264
O7 4.56521 4.52742 -4.82830
H11 4.54886 3.42722 -2.95690
H12 5.27293 2.67535 -4.34718
H13 6.02050 4.04883 -3.50434
H14 5.19166 4.49240 -5.55490
C10 -7.06325 5.09738 2.08682
O8 -6.25664 5.27005 0.98390
H15 -7.16118 4.03897 2.32822
H16 -6.66717 5.69947 2.90457
H17 -8.06762 5.40602 1.79685
H18 -5.42065 4.93556 1.31683
C11 6.29121 -0.19125 4.25946
C12 7.43742 -1.19293 4.27123
O9 7.10318 -2.30687 3.51065
O10 6.37450 0.67176 3.10743
H19 6.37716 0.47111 5.12085
H20 5.28211 -0.58778 4.14728
H21 7.62488 -1.57431 5.27498
H22 8.37632 -0.74121 3.95105
H23 6.83830 -2.00333 2.63927
H24 5.46595 0.95748 2.98697
C13 -8.37297 1.53363 -2.95707
C14 -9.68138 2.37411 -2.90718
O11 -10.80959 1.55014 -3.25674
O12 -8.11570 1.17524 -4.29763
H25 -8.54780 0.72059 -2.25244
H26 -7.47151 2.04528 -2.61991
H27 -9.69367 3.25123 -3.55419
H28 -9.72130 2.78776 -1.89951
H29 -11.27418 2.00349 -3.96401
H30 -7.51834 0.42523 -4.25022
C15 1.59053 -5.01113 4.92560
C16 1.07646 -6.30387 4.22675
O13 -0.11203 -6.09905 3.48764
O14 0.79232 -4.89984 6.15897
H31 1.37409 -4.09864 4.37005
H32 2.61666 -5.14104 5.26950
H33 0.94988 -7.10485 4.95511
H34 1.91280 -6.75066 3.68914
H35 0.05841 -5.59330 2.68966
H36 -0.07801 -4.59559 5.89147
C17 -3.78736 -5.13653 -5.92322
C18 -3.33418 -3.91460 -5.14500
O15 -4.45026 -3.27173 -4.52077
O16 -4.19373 -6.26724 -5.17977
H37 -2.98486 -5.32623 -6.63604
H38 -4.73379 -4.92951 -6.42272
H39 -2.85962 -3.11318 -5.71123
H40 -2.65207 -4.05723 -4.30686
H41 -4.26781 -3.11892 -3.59074
H42 -4.45575 -6.95697 -5.79394

Atomic partial charges in e from the Mulliken method, atoms 1 to 2: atom 1 (Tl): 1.00, atom 2 (C): -0.31



Record 3
Entry from the Open Molecules 2025 dataset: a molecular structure, C18H43BrPS (ωB97M-V/def2-TZVPD).

* HOMO: -12.807 eV
* total charge: +1
* E: -4024.91310 Ha

Geometry (Å):
C1 -1.35057 1.25050 7.52782
C2 -1.75103 1.54678 6.08398
S1 -3.47455 1.04868 5.91816
C3 -3.79629 1.41574 4.18891
P1 -3.05993 0.19217 3.08989
C4 -1.42042 0.58431 2.40148
Br1 -0.21877 -0.79647 3.02175
C5 -0.97109 2.02035 2.66900
C6 0.47946 2.31062 2.31051
H1 -1.56379 2.09599 8.17545
H2 -1.86679 0.37759 7.92294
H3 -0.28224 1.05289 7.57061
H4 -1.66345 2.60908 5.86311
H5 -1.12446 0.98863 5.38570
H6 -3.49924 2.41970 3.89336
H7 -4.87787 1.33147 4.07478
H8 -3.00417 -0.99406 3.79586
H9 -3.90928 -0.04948 2.01379
H10 -1.51737 0.42479 1.32769
H11 -1.16093 2.30071 3.70557
H12 -1.61207 2.65249 2.04636
H13 1.15643 1.57882 2.74178
H14 0.62465 2.32500 1.23298
H15 0.75375 3.28971 2.69571
C7 4.64244 2.46950 -3.84178
C8 3.13205 2.67589 -3.90475
C9 2.56061 3.39087 -2.68129
C10 2.77934 2.65998 -1.35529
C11 2.23069 1.23483 -1.31356
C12 0.72352 1.15532 -1.53567
H16 4.93156 1.83687 -3.00100
H17 5.01142 1.99269 -4.74965
H18 5.16046 3.42426 -3.73270
H19 2.63686 1.70961 -4.03823
H20 2.88544 3.26220 -4.79257
H21 1.49148 3.56285 -2.83547
H22 3.01489 4.38306 -2.60623
H23 2.31219 3.24582 -0.55487
H24 3.84619 2.63456 -1.12197
H25 2.47672 0.79441 -0.34231
H26 2.73760 0.61699 -2.05831
H27 0.19095 1.74726 -0.78468
H28 0.37005 0.12565 -1.46539
H29 0.43358 1.53519 -2.51538
C13 -1.69206 -4.93098 -4.42972
C14 -1.17921 -3.55784 -4.00642
C15 0.16580 -3.60371 -3.28287
C16 0.16944 -4.41462 -1.98544
C17 -0.85896 -3.96528 -0.94907
C18 -0.66510 -2.51864 -0.50501
H30 -1.86764 -5.58090 -3.57111
H31 -2.63237 -4.84892 -4.97490
H32 -0.97184 -5.42951 -5.08096
H33 -1.92706 -3.06846 -3.37457
H34 -1.07468 -2.92442 -4.89032
H35 0.49669 -2.58063 -3.07902
H36 0.91561 -4.02932 -3.95560
H37 1.16837 -4.35618 -1.54190
H38 0.00373 -5.47044 -2.21040
H39 -0.79056 -4.62417 -0.07987
H40 -1.86963 -4.09106 -1.34604
H41 0.33026 -2.37151 -0.07857
H42 -1.40098 -2.24061 0.25622
H43 -0.77785 -1.82665 -1.34049

Atomic partial charges in e from the Mulliken method, atoms 1 to 2: atom 1 (C): -1.33, atom 2 (C): 0.13



| no. | LUMO energy (Eh) | frontier orbital gap (eV) |
| --- | --- | --- |
| 1 | 0.0110 | 9.412 |
| 2 | -0.2663 | 3.900 |
| 3 | -0.1237 | 9.441 |